Arrangement one

This record from the OMol25 dataset describes a structure of composition C4H8N2S. The level of theory is ωB97M-V with the def2-TZVPD basis set.

XYZ file:
```
15
Properties=species:S:1:pos:R:3:nbo_charge:R:1
C -1.212 0.673 -0.721 0.2781
C -1.360 1.232 -2.027 -0.6973
C 0.949 -1.501 0.673 -0.6510
C 1.516 -0.154 1.051 -0.5557
N -1.401 0.352 0.374 -0.0132
N -1.208 -0.029 1.528 -0.5438
S 0.235 0.751 2.019 0.3139
H -0.993 0.503 -2.713 0.2432
H -0.817 2.174 -2.157 0.2582
H -2.543 1.438 -2.103 0.2567
H 0.121 -1.704 1.287 0.2440
H 0.797 -1.725 -0.367 0.2145
H 1.684 -2.321 0.927 0.2129
H 1.906 0.556 0.345 0.2124
H 2.326 -0.245 1.882 0.2271
```

## Properties
**Lowest unoccupied orbital energy**: 0.01685 Eh
**2S+1**: 1

Arrangement two

This record from the OMol25 dataset describes an isolated molecule of C4H8N2S. The level of theory is ωB97M-V with the def2-TZVPD basis set.

XYZ file:
```
15
Properties=species:S:1:pos:R:3:nbo_charge:R:1
H 1.699 1.677 0.051 0.3527
N 1.931 0.595 0.037 -0.6515
C 0.929 -0.222 0.125 0.4656
C 1.256 -1.710 0.037 -0.6645
N -0.512 0.307 0.001 -0.4745
C -0.675 1.738 0.046 -0.4592
C -1.542 -0.543 -0.032 -0.0578
S -3.201 -0.364 0.069 -0.1351
H 0.535 -2.186 0.782 0.2258
H 0.942 -2.087 -0.882 0.2301
H 2.290 -1.765 0.190 0.2562
H 0.139 2.237 -0.591 0.2219
H -0.888 2.088 1.215 0.2440
H -1.703 1.857 -0.781 0.2481
H -1.200 -1.622 -0.266 0.1983
```

## Properties
**Lowest unoccupied orbital energy**: 0.01002 Eh
**2S+1**: 1
**Structure (SMILES)**: [H]/N=C(/C)N(C)C=S

Arrangement three

This record from the OMol25 dataset describes an isolated molecule of C4H8N2S. The level of theory is ωB97M-V with the def2-TZVPD basis set.

XYZ file:
```
15
Properties=species:S:1:pos:R:3:nbo_charge:R:1
C 0.350 -2.415 0.303 -0.6466
C -0.040 -0.993 0.063 -0.1418
C 0.271 0.151 -0.589 -0.0886
N -0.465 1.332 -0.393 -0.2902
N 0.086 2.464 0.069 -0.6661
C -1.659 1.010 0.290 -0.3453
S -1.452 -0.566 1.099 0.1724
H -0.346 -2.735 1.005 0.2261
H 1.431 -2.678 0.650 0.2283
H 0.295 -3.040 -0.573 0.2314
H 0.945 0.085 -1.358 0.1978
H 0.114 3.176 -0.680 0.3485
H 1.062 2.498 0.514 0.3530
H -1.906 1.790 0.953 0.2331
H -2.456 0.878 -0.436 0.1880
```

## Properties
**Lowest unoccupied orbital energy**: 0.03485 Eh
**2S+1**: 1
**Structure (SMILES)**: CC1=CN(N)CS1

arrangement two ends up most stable, edging out the next structure by 0.0097 hartree.

Arrangement one

This record from the OMol25 dataset describes an isolated molecule of C15H22N2O3. The level of theory is ωB97M-V with the def2-TZVPD basis set.

XYZ file:
```
42
Properties=species:S:1:pos:R:3:nbo_charge:R:1
C 3.742 0.870 -0.236 -0.6145
C 2.525 1.439 0.495 -0.2189
C 1.666 2.282 -0.454 -0.6092
C 1.693 0.392 1.242 -0.3832
C 1.016 -0.693 0.402 -0.1700
N 0.122 -1.458 1.251 -0.6051
C -1.001 -2.161 0.904 0.6785
O -1.628 -2.781 1.753 -0.6374
C -1.489 -2.164 -0.563 -0.1435
N -1.874 -3.498 -0.961 -0.8150
C -2.729 -1.249 -0.662 -0.4409
C -2.477 0.209 -0.321 0.0626
C -2.197 1.126 -1.318 -0.2484
C -1.952 2.467 -1.007 -0.2081
C -1.990 2.890 0.318 -0.2305
C -2.261 1.979 1.329 -0.2017
C -2.508 0.639 1.011 -0.2478
C 2.039 -1.657 -0.187 0.7892
O 2.900 -2.227 0.451 -0.5953
O 1.877 -1.855 -1.511 -0.6877
H 4.400 1.692 -0.579 0.2136
H 4.352 0.213 0.380 0.2202
H 3.453 0.292 -1.098 0.1973
H 2.911 2.090 1.261 0.2048
H 0.814 2.678 0.062 0.2157
H 2.219 3.108 -0.868 0.2124
H 1.296 1.695 -1.277 0.1991
H 2.310 -0.149 1.987 0.2193
H 0.885 0.892 1.815 0.2245
H 0.439 -0.211 -0.405 0.2359
H 0.390 -1.615 2.189 0.4068
H -0.726 -1.808 -1.269 0.2063
H -1.038 -4.086 -1.060 0.3587
H -2.414 -3.907 -0.196 0.3746
H -3.109 -1.357 -1.682 0.2272
H -3.473 -1.666 0.009 0.2235
H -2.170 0.764 -2.367 0.2144
H -1.730 3.154 -1.786 0.2139
H -1.834 3.948 0.568 0.2164
H -2.281 2.303 2.361 0.2144
H -2.725 -0.071 1.819 0.2268
H 2.557 -2.509 -1.799 0.5014
```

## Properties
**Lowest unoccupied orbital energy**: 0.02061 Eh
**2S+1**: 1
**Structure (SMILES)**: CC(C)C[C@H](NC(=O)[C@@H](N)Cc1ccccc1)C(=O)O

Arrangement two

This record from the OMol25 dataset describes a structure of composition C15H22N2O3. The level of theory is ωB97M-V with the def2-TZVPD basis set.

XYZ file:
```
42
Properties=species:S:1:pos:R:3:nbo_charge:R:1
C 1.160 -0.549 2.437 -0.1505
C 0.693 0.533 1.579 0.6650
C -0.212 -1.530 2.457 -0.4178
C -0.781 -2.093 1.150 -0.0055
C 0.146 -3.230 0.694 -0.2089
C -2.013 -1.814 0.579 -0.2645
C -0.286 -3.846 -0.409 -0.2358
C -2.506 -2.827 -0.266 -0.1641
C -1.562 -3.739 -0.958 -0.2217
C 0.844 1.931 -0.566 -0.1238
C 1.638 3.077 0.160 0.7942
C -0.390 2.088 -1.383 -0.2415
C 0.129 2.943 -2.673 -0.6449
C -1.035 0.789 -1.762 -0.4471
C -0.242 -0.166 -2.615 -0.6178
H 2.026 0.701 3.794 0.3541
H 0.394 0.745 3.819 0.3856
H 2.207 -1.199 2.236 0.2358
H 0.251 -2.395 3.091 0.2287
H -1.090 -1.071 3.024 0.2355
H 1.038 -3.511 1.335 0.2236
H -2.795 -1.191 1.074 0.2356
H 0.546 -4.466 -0.682 0.2132
H -3.417 -2.825 -0.717 0.2028
H -1.821 -4.439 -1.752 0.2230
H 1.675 -0.140 -0.076 0.3981
H 1.663 1.547 -1.288 0.2262
H -1.020 2.706 -0.646 0.2322
H 0.553 3.819 -2.009 0.2524
H -0.682 3.167 -3.342 0.2287
H 1.187 2.464 -2.933 0.2069
H -1.298 0.142 -0.878 0.2371
H -2.009 1.332 -2.154 0.2085
H -1.081 -0.698 -3.341 0.2441
H 0.645 0.315 -3.201 0.2114
H 0.322 -0.876 -1.459 0.1955
H 1.378 4.937 0.812 0.5264
N 1.194 0.051 3.854 -0.8144
N 1.023 0.618 0.216 -0.6294
O -0.188 1.397 1.905 -0.6749
O 2.343 2.993 1.134 -0.5964
O 1.370 4.311 -0.242 -0.7054
```

## Properties
**Lowest unoccupied orbital energy**: 0.00863 Eh
**2S+1**: 1

arrangement one ends up most stable, edging out the next structure by 0.3351 hartree.

Arrangement one

This record from the OMol25 dataset describes a structure of composition C6H15NO. The level of theory is ωB97M-V with the def2-TZVPD basis set.

XYZ file:
```
23
Properties=species:S:1:pos:R:3:nbo_charge:R:1
C -0.346 -2.090 -0.171 -0.0605
O 0.998 -1.696 -0.369 -0.7688
C -1.218 -1.937 -1.432 -0.4227
C -1.154 -0.549 -2.108 -0.6194
H -0.757 -1.573 0.724 0.1536
H -0.274 -3.160 0.074 0.1728
H -2.263 -2.074 -1.151 0.1961
H -0.923 -2.693 -2.171 0.1973
H -1.978 -0.425 -2.836 0.2069
H -0.166 -0.374 -2.595 0.1984
H -1.183 0.229 -1.330 0.2175
C -0.163 1.267 2.487 -0.5841
C 0.850 1.672 1.383 -0.2502
C 1.548 1.618 -0.494 0.2468
N 0.555 1.019 0.089 -0.6458
H -1.206 1.329 2.181 0.2157
H 0.066 0.248 2.810 0.2125
H -0.084 1.907 3.384 0.2098
H 0.838 2.782 1.424 0.1876
H 1.814 1.310 1.754 0.1717
H 1.465 2.667 -0.831 0.1321
H 2.586 1.226 -0.559 0.1502
H 0.995 -0.700 -0.262 0.4823
```

## Properties
**Lowest unoccupied orbital energy**: -0.02854 Eh
**2S+1**: 1

Arrangement two

This record from the OMol25 dataset describes a cluster of 2 separate species, C6H15NO in total. The level of theory is ωB97M-V with the def2-TZVPD basis set.

XYZ file:
```
23
Properties=species:S:1:pos:R:3:nbo_charge:R:1
C 1.354 -0.125 -2.545 -0.6011
C 0.286 0.399 -1.574 -0.4139
C -0.010 -0.532 -0.431 -0.1043
C -0.671 -1.822 -0.817 -0.6376
C 0.333 -0.282 0.836 0.1800
C 0.060 -1.209 1.972 -0.6558
N 0.912 0.910 1.259 -0.8461
H 1.336 -1.210 -2.582 0.2053
H 2.356 0.133 -2.193 0.2041
H 1.207 0.295 -3.529 0.2077
H 0.580 1.393 -1.229 0.1888
H -0.624 0.600 -2.130 0.2056
H -1.648 -1.968 -0.362 0.2111
H -0.818 -1.904 -1.884 0.2138
H -0.098 -2.691 -0.509 0.2112
H -0.536 -2.075 1.715 0.2256
H 0.989 -1.579 2.426 0.2139
H -0.467 -0.705 2.793 0.2241
H 1.113 1.637 0.590 0.3855
H 1.502 0.877 2.065 0.3839
O -1.993 2.253 1.213 -0.9476
H -2.819 1.750 1.131 0.4653
H -1.295 1.654 0.923 0.4806
```

## Properties
**Lowest unoccupied orbital energy**: 0.03184 Eh
**2S+1**: 1
**Structure (SMILES)**: CC/C(C)=C(/C)N.O

arrangement two ends up most stable, edging out the next structure by 0.1449 hartree.

Arrangement one

This record from the OMol25 dataset describes a cluster of 2 separate species, C2H3F3 in total. The level of theory is ωB97M-V with the def2-TZVPD basis set.

XYZ file:
```
8
Properties=species:S:1:pos:R:3:nbo_charge:R:1
C -0.007 0.315 -0.250 -0.4724
C -0.362 -3.245 0.266 0.9751
F 0.658 -3.901 0.824 -0.3222
F -1.454 -3.523 1.067 -0.3389
F -0.547 -3.734 -0.955 -0.3140
H -0.305 0.100 0.848 0.1769
H 0.703 -0.176 -0.745 0.1455
H -0.494 0.939 -0.858 0.1502
```

## Properties
**Lowest unoccupied orbital energy (alpha / beta)**: -0.05279 / -0.00234 Eh
**2S+1**: 1

Arrangement two

This record from the OMol25 dataset describes a structure of composition C2H3F3. The level of theory is ωB97M-V with the def2-TZVPD basis set.

XYZ file:
```
8
Properties=species:S:1:pos:R:3:nbo_charge:R:1
C 0.710 -0.228 -0.292 -0.7292
C -0.725 0.249 0.013 0.9365
H 1.345 0.100 0.950 0.2940
H 1.304 0.073 -1.357 0.2546
H 0.343 -1.529 -0.243 0.2175
F -0.810 1.458 -0.385 -0.2992
F -1.719 -0.555 -0.082 -0.2807
F -0.449 0.431 1.397 -0.3936
```

## Properties
**Lowest unoccupied orbital energy**: 0.02852 Eh
**2S+1**: 1

arrangement two ends up most stable, edging out the next structure by 0.0516 hartree.

Arrangement one

This record from the OMol25 dataset describes a cluster of 2 separate species, C6H12O3 in total. The level of theory is ωB97M-V with the def2-TZVPD basis set.

XYZ file:
```
21
Properties=species:S:1:pos:R:3:nbo_charge:R:1
C -1.610 -0.707 1.933 -0.2510
O -0.485 0.085 1.460 -0.5378
C -0.835 1.233 0.701 1.0130
O -1.668 1.250 -0.171 -0.6021
O -0.380 2.322 1.352 -0.6659
H -2.345 -0.848 1.141 0.2047
H -1.191 -1.667 2.231 0.2081
H -2.034 -0.220 2.811 0.1897
H -0.669 3.075 0.809 0.4975
C 0.050 -1.904 -0.535 -0.5481
C 0.766 -0.984 0.139 -0.0844
C 1.409 0.468 -0.664 -0.4238
C 1.100 0.512 -2.146 -0.6280
H 0.313 -2.952 -0.464 0.2047
H -0.819 -1.623 -1.117 0.1981
H 1.538 -1.317 0.823 0.1828
H 1.321 1.455 -0.207 0.1974
H 2.470 0.253 -0.506 0.2079
H 0.029 0.608 -2.342 0.2148
H 1.595 1.367 -2.617 0.2073
H 1.446 -0.407 -2.631 0.2150
```

## Properties
**Lowest unoccupied orbital energy**: 0.02389 Eh
**2S+1**: 1
**Structure (SMILES)**: COC(=O)O.C=CCC

Arrangement two

This record from the OMol25 dataset describes a structure of composition C6H12O3. The level of theory is ωB97M-V with the def2-TZVPD basis set.

XYZ file:
```
21
Properties=species:S:1:pos:R:3:nbo_charge:R:1
C 0.815 -1.048 1.573 -0.1487
C 1.448 -0.243 -0.548 -0.7401
C -0.003 -0.244 2.369 -0.7302
H 0.416 -1.944 1.121 0.2057
H 1.888 -0.998 1.678 0.1998
H -0.956 -0.669 2.680 0.2503
H 0.481 0.398 3.098 0.2310
H 1.226 -0.169 -1.605 0.2056
H 1.950 -1.191 -0.396 0.1963
H 2.036 0.599 -0.195 0.1923
H -0.528 0.549 1.517 0.4039
C -0.215 1.746 -1.631 -0.6828
C -1.248 -0.544 -1.093 0.7033
C -0.638 0.745 -0.588 0.4245
O -1.826 -1.269 -0.104 -0.6863
O -1.238 -0.901 -2.247 -0.5970
O -1.020 1.208 0.534 -0.6300
H -2.195 -2.061 -0.523 0.4973
H -1.077 2.383 -1.846 0.2371
H 0.579 2.378 -1.234 0.2322
H 0.104 1.277 -2.558 0.2356
```

## Properties
**Lowest unoccupied orbital energy (alpha / beta)**: 0.00644 / 0.00642 Eh
**2S+1**: 1

arrangement one ends up most stable, edging out the next structure by 0.0412 hartree.

Arrangement one

This record from the OMol25 dataset describes a cluster of 2 separate species, C2H7S3 in total. The level of theory is ωB97M-V with the def2-TZVPD basis set.

XYZ file:
```
12
Properties=species:S:1:pos:R:3:nbo_charge:R:1
C 0.995 0.318 1.794 -0.7264
S 1.435 -1.403 2.214 -0.1170
H 1.923 0.868 1.840 0.2089
H 0.328 0.689 2.575 0.2017
H 0.434 0.386 0.860 0.2723
C -0.905 -0.370 -2.058 -0.7551
S -1.383 0.732 -0.686 -0.0546
S -0.792 2.610 -1.226 -0.7536
H -1.805 -0.633 -2.598 0.1920
H -0.165 0.100 -2.692 0.2231
H -0.468 -1.278 -1.647 0.1907
H 0.402 -2.019 1.624 0.1182
```

## Properties
**Lowest unoccupied orbital energy**: 0.11390 Eh
**Total charge**: -1
**2S+1**: 1

Arrangement two

This record from the OMol25 dataset describes a cluster of 2 separate species, C2H7S3 in total. The level of theory is ωB97M-V with the def2-TZVPD basis set.

XYZ file:
```
12
Properties=species:S:1:pos:R:3:nbo_charge:R:1
C -0.898 -0.580 -2.330 -0.7346
S -2.518 -0.661 -1.425 -0.1403
H -1.328 -0.661 -3.350 0.2104
H -0.203 -1.432 -2.102 0.2007
H -0.229 0.242 -2.017 0.2309
C 1.888 0.567 1.873 -0.7936
S 0.325 1.336 1.638 -0.0545
S -1.439 0.255 2.123 -0.7265
H 1.768 -0.491 2.171 0.2226
H 2.347 0.700 0.883 0.2092
H 2.429 1.087 2.741 0.1927
H -2.141 -0.362 -0.205 0.1830
```

## Properties
**Lowest unoccupied orbital energy**: 0.12930 Eh
**Total charge**: -1
**2S+1**: 1

arrangement one ends up most stable, edging out the next structure by 0.0201 hartree.

Arrangement one

This record from the OMol25 dataset describes an isolated molecule of C3H3NO. The level of theory is ωB97M-V with the def2-TZVPD basis set.

XYZ file:
```
8
Properties=species:S:1:pos:R:3:nbo_charge:R:1
C -0.278 -0.151 -0.677 -0.3795
C 0.481 -0.969 0.191 -0.0365
N 0.870 -0.321 1.258 -0.1140
O 0.299 0.971 1.132 -0.2868
C -0.399 1.014 -0.009 0.1441
H -0.578 -0.368 -1.683 0.2359
H 0.638 -2.034 0.045 0.2226
H -1.033 1.857 -0.256 0.2144
```

## Properties
**Lowest unoccupied orbital energy**: 0.03830 Eh
**2S+1**: 1
**Structure (SMILES)**: c1cnoc1

Arrangement two

This record from the OMol25 dataset describes an isolated molecule of C3H3NO. The level of theory is ωB97M-V with the def2-TZVPD basis set.

XYZ file:
```
8
Properties=species:S:1:pos:R:3:nbo_charge:R:1
C 0.001 -0.214 -0.758 -0.3893
C 0.376 -0.909 0.409 -0.0364
N 0.234 -0.192 1.486 -0.1163
O -0.324 0.992 1.051 -0.2753
C -0.474 0.964 -0.280 0.1425
H 0.503 -0.501 -1.652 0.2409
H 0.727 -1.931 0.434 0.2170
H -0.979 1.828 -0.695 0.2170
```

## Properties
**Lowest unoccupied orbital energy**: 0.03887 Eh
**2S+1**: 1
**Structure (SMILES)**: c1cnoc1

Arrangement three

This record from the OMol25 dataset describes an isolated molecule of C3H3NO. The level of theory is ωB97M-V with the def2-TZVPD basis set.

XYZ file:
```
8
Properties=species:S:1:pos:R:3:nbo_charge:R:1
O -0.777 1.442 -1.158 -0.5486
C -0.294 -0.915 0.146 0.1333
C 0.772 0.175 0.279 -0.5338
C -0.532 0.813 -0.165 0.6210
N -1.377 -0.241 0.363 -0.3694
H -0.299 -1.910 -0.286 0.2197
H 1.618 0.324 -0.394 0.2342
H 1.053 0.248 1.334 0.2437
```

## Properties
**Lowest unoccupied orbital energy**: 0.01618 Eh
**2S+1**: 1

Arrangement four

This record from the OMol25 dataset describes an isolated molecule of C3H3NO. The level of theory is ωB97M-V with the def2-TZVPD basis set.

XYZ file:
```
8
Properties=species:S:1:pos:R:3:nbo_charge:R:1
C -1.296 0.058 0.101 -0.2569
C 0.794 -0.310 -0.698 0.2322
O 0.011 0.591 -0.180 -0.4459
C 2.137 -0.004 -0.224 0.1022
N 3.101 -0.120 0.414 -0.2445
H -1.883 0.886 0.490 0.2033
H -1.731 -0.414 -0.781 0.2092
H -1.131 -0.688 0.878 0.2004
```

## Properties
**Lowest unoccupied orbital energy**: -0.03215 Eh
**2S+1**: 1

arrangement one ends up most stable, edging out the next structure by 0.0078 hartree.